A cluster of 8 separate species, C42H104N8O2 in total in a non-equilibrium geometry, computed with ωB97M-V/def2-TZVPD.

The relative energy (zero: lowest compared OMol25 entry of this formula, charge and spin) is 81.1 kJ/mol. As for the LUMO energy: 0.6 eV. As for the molar mass: 753.35 g/mol. Its total charge is 0. The calculation puts the HOMO-LUMO gap at 0.314 hartree. Its spin multiplicity is 1. For the strongest force on any atom, the calculation gives 1.20 eV/Å.

Each atom is followed by the atoms it is bonded to, with distances in Å.
Cartesian coordinates (Å):
1 O 0.166 -0.063 -4.478  C39 1.212
2 O 4.895 -1.077 0.454  C43 1.217
3 N -1.777 0.815 -3.647  C15 1.445, C20 1.444, C39 1.369
4 N -2.869 -4.534 -0.474  C25 1.429, C45 1.460, C49 1.443
5 N 6.380 -2.117 1.853  C14 1.450, C24 1.439, C43 1.356
6 N -0.029 -6.039 2.858  C17 1.452, C27 1.440, C41 1.452
7 N 4.535 2.733 3.377  C11 1.464, C23 1.474, C44 1.466
8 N -6.088 4.192 0.753  C31 1.460, C37 1.447, C46 1.458
9 N 0.544 0.496 -0.241  C22 1.465, C30 1.447, C50 1.464
10 N 1.973 3.629 -4.143  C21 1.457, C35 1.458, C36 1.454
11 C 4.613 3.721 4.455  N7 1.464, C12 1.522, H53 1.091, H156 1.099
12 C 3.935 5.067 4.246  C11 1.522, H91 1.091, H95 1.091, H113 1.101
13 C -1.539 -0.157 0.917  C30 1.515, H61 1.094, H98 1.088, H119 1.091
14 C 6.607 -3.185 2.806  N5 1.450, H54 1.093, H89 1.091, H117 1.093
15 C -2.462 1.335 -2.486  N3 1.445, H67 1.096, H124 1.085, H147 1.099
16 C -7.974 4.362 2.378  C46 1.526, H58 1.094, H88 1.088, H120 1.087
17 C 1.263 -5.914 2.208  N6 1.452, C47 1.524, H60 1.096, H70 1.095
18 C 2.032 3.717 -6.685  C35 1.529, H79 1.089, H102 1.092, H132 1.095
19 C -0.698 -3.698 3.266  C41 1.540, H68 1.093, H83 1.090, H141 1.095
20 C -2.505 0.766 -4.894  N3 1.444, H85 1.089, H108 1.093, H151 1.087
21 C 1.896 5.057 -3.865  N10 1.457, C29 1.529, H104 1.106, H121 1.091
22 C 1.333 -0.723 -0.054  N9 1.465, C52 1.508, H106 1.091, H128 1.103
23 C 5.066 3.297 2.123  N7 1.474, C42 1.529, H82 1.108, H138 1.089
24 C 7.530 -1.362 1.430  N5 1.439, H71 1.083, H75 1.094, H115 1.094
25 C -4.150 -3.949 -0.232  N4 1.429, C51 1.519, H63 1.111, H114 1.092
26 C 0.252 -8.402 3.446  C27 1.497, H73 1.087, H78 1.090, H103 1.092
27 C -0.576 -7.366 2.752  N6 1.440, C26 1.497, H56 1.094, H74 1.105
28 C 2.501 1.675 4.420  C44 1.532, H105 1.091, H118 1.090, H142 1.087
29 C 0.449 5.549 -3.807  C21 1.529, H59 1.089, H64 1.094, H107 1.094
30 C -0.335 0.762 0.877  N9 1.447, C13 1.515, H99 1.092, H139 1.111
31 C -5.265 3.534 1.764  N8 1.460, C40 1.533, H116 1.090, H129 1.110
32 C -3.536 -6.810 0.308  C45 1.515, H69 1.090, H84 1.089, H100 1.091
33 C 0.805 2.845 -0.981  C50 1.504, H96 1.091, H111 1.097, H150 1.091
34 C -6.431 4.416 -1.710  C37 1.530, H62 1.095, H80 1.089, H144 1.086
35 C 1.374 3.205 -5.403  N10 1.458, C18 1.529, H87 1.095, H149 1.094
36 C 3.313 3.116 -3.907  N10 1.454, C48 1.515, H134 1.104, H145 1.093
37 C -5.705 3.716 -0.559  N8 1.447, C34 1.530, H65 1.090, H109 1.115
38 C -2.523 -3.242 -2.623  C49 1.534, H76 1.097, H93 1.093, H123 1.090
39 C -0.465 0.433 -3.570  O1 1.212, N3 1.369, H131 1.102
40 C -3.760 3.794 1.627  C31 1.533, H57 1.086, H135 1.090, H140 1.098
41 C -0.991 -5.008 2.511  N6 1.452, C19 1.540, H110 1.100, H136 1.090
42 C 5.435 2.212 1.110  C23 1.529, H72 1.093, H94 1.086, H127 1.096
43 C 5.147 -1.864 1.347  O2 1.217, N5 1.356, H66 1.103
44 C 3.175 2.230 3.161  N7 1.466, C28 1.532, H137 1.092, H153 1.113
45 C -2.935 -5.958 -0.791  N4 1.460, C32 1.515, H112 1.109, H154 1.091
46 C -7.504 3.940 0.988  N8 1.458, C16 1.526, H86 1.109, H143 1.090
47 C 1.328 -6.353 0.750  C17 1.524, H81 1.095, H130 1.090, H152 1.088
48 C 3.343 1.601 -3.914  C36 1.515, H90 1.090, H133 1.091, H148 1.099
49 C -1.958 -3.782 -1.302  N4 1.443, C38 1.534, H55 1.099, H125 1.092
50 C 1.472 1.610 -0.441  N9 1.464, C33 1.504, H97 1.105, H126 1.088
51 C -4.125 -2.579 0.424  C25 1.519, H77 1.089, H101 1.090, H122 1.090
52 C 1.727 -1.278 -1.399  C22 1.508, H92 1.092, H146 1.083, H155 1.088
53 H 4.264 3.280 5.390  C11 1.091
54 H 6.983 -4.089 2.322  C14 1.093
55 H -1.167 -4.486 -1.596  C49 1.099
56 H -1.560 -7.345 3.232  C27 1.094
57 H -3.499 4.755 1.195  C40 1.086
58 H -7.932 3.518 3.073  C16 1.094
59 H -0.151 4.846 -3.231  C29 1.089
60 H 1.988 -6.495 2.790  C17 1.096
61 H -2.268 0.212 1.645  C13 1.094
62 H -6.444 5.492 -1.505  C34 1.095
63 H -4.808 -3.913 -1.126  C25 1.111
64 H 0.404 6.547 -3.362  C29 1.094
65 H -4.629 3.833 -0.686  C37 1.090
66 H 4.387 -2.491 1.842  C43 1.103
67 H -3.261 0.642 -2.199  C15 1.096
68 H -0.526 -3.923 4.321  C19 1.093
69 H -4.616 -6.680 0.366  C32 1.090
70 H 1.601 -4.878 2.321  C17 1.095
71 H 7.225 -0.501 0.847  C24 1.083
72 H 6.087 1.480 1.592  C42 1.093
73 H 0.367 -8.150 4.498  C26 1.087
74 H -0.761 -7.666 1.704  C27 1.105
75 H 8.071 -1.005 2.311  C24 1.094
76 H -3.194 -2.388 -2.465  C38 1.097
77 H -3.266 -2.538 1.092  C51 1.089
78 H 1.234 -8.515 2.987  C26 1.090
79 H 1.444 3.421 -7.553  C18 1.089
80 H -7.473 4.109 -1.777  C34 1.089
81 H 0.523 -5.905 0.160  C47 1.095
82 H 4.299 3.946 1.655  C23 1.108
83 H 0.149 -3.142 2.864  C19 1.090
84 H -3.126 -6.576 1.289  C32 1.089
85 H -2.651 1.772 -5.284  C20 1.089
86 H -7.761 2.875 0.814  C46 1.109
87 H 0.316 3.489 -5.386  C35 1.095
88 H -7.327 5.132 2.792  C16 1.088
89 H 7.299 -2.856 3.582  C14 1.091
90 H 3.355 1.146 -4.904  C48 1.090
91 H 4.392 5.707 3.489  C12 1.091
92 H 0.822 -1.523 -1.958  C52 1.092
93 H -3.136 -3.999 -3.119  C38 1.093
94 H 4.586 1.707 0.660  C42 1.086
95 H 3.873 5.586 5.204  C12 1.091
96 H 0.095 3.329 -0.310  C33 1.091
97 H 1.959 1.856 0.520  C50 1.105
98 H -1.303 -1.186 1.182  C13 1.088
99 H -0.682 1.794 0.784  C30 1.092
100 H -3.321 -7.857 0.089  C32 1.091
101 H -4.059 -1.769 -0.303  C51 1.090
102 H 2.166 4.801 -6.675  C18 1.092
103 H -0.263 -9.359 3.344  C26 1.092
104 H 2.453 5.642 -4.621  C21 1.106
105 H 1.617 1.116 4.112  C28 1.091
106 H 0.721 -1.462 0.466  C22 1.091
107 H 0.012 5.695 -4.799  C29 1.094
108 H -3.461 0.265 -4.729  C20 1.093
109 H -5.866 2.615 -0.624  C37 1.115
110 H -1.033 -4.777 1.436  C41 1.100
111 H 1.594 3.579 -1.187  C33 1.097
112 H -3.547 -6.115 -1.703  C45 1.109
113 H 2.896 4.967 3.895  C12 1.101
114 H -4.672 -4.632 0.441  C25 1.092
115 H 8.212 -1.987 0.845  C24 1.094
116 H -5.578 3.880 2.749  C31 1.090
117 H 5.677 -3.429 3.326  C14 1.093
118 H 3.162 0.976 4.934  C28 1.090
119 H -2.037 -0.176 -0.053  C13 1.091
120 H -9.006 4.702 2.351  C16 1.087
121 H 2.353 5.224 -2.889  C21 1.091
122 H -5.033 -2.419 1.006  C51 1.090
123 H -1.730 -2.928 -3.301  C38 1.090
124 H -1.776 1.511 -1.663  C15 1.085
125 H -1.439 -3.019 -0.719  C49 1.092
126 H 2.234 1.316 -1.161  C50 1.088
127 H 6.055 2.640 0.314  C42 1.096
128 H 2.216 -0.493 0.565  C22 1.103
129 H -5.433 2.437 1.773  C31 1.110
130 H 1.258 -7.436 0.642  C47 1.090
131 H -0.086 0.538 -2.540  C39 1.102
132 H 3.038 3.301 -6.805  C18 1.095
133 H 4.149 1.193 -3.302  C48 1.091
134 H 4.042 3.525 -4.628  C36 1.104
135 H -3.285 3.655 2.599  C40 1.090
136 H -1.982 -5.317 2.845  C41 1.090
137 H 3.226 1.448 2.400  C44 1.092
138 H 5.956 3.891 2.328  C23 1.089
139 H 0.199 0.702 1.849  C30 1.111
140 H -3.306 3.026 0.987  C40 1.098
141 H -1.569 -3.036 3.236  C19 1.095
142 H 2.192 2.485 5.076  C28 1.087
143 H -8.075 4.516 0.260  C46 1.090
144 H -5.925 4.260 -2.659  C34 1.086
145 H 3.589 3.448 -2.903  C36 1.093
146 H 2.294 -2.196 -1.297  C52 1.083
147 H -2.939 2.297 -2.722  C15 1.099
148 H 2.418 1.230 -3.450  C48 1.099
149 H 1.339 2.112 -5.402  C35 1.094
150 H 0.343 2.674 -1.954  C33 1.091
151 H -1.928 0.140 -5.570  C20 1.087
152 H 2.264 -6.025 0.303  C47 1.088
153 H 2.509 3.014 2.738  C44 1.113
154 H -1.921 -6.302 -1.003  C45 1.091
155 H 2.334 -0.582 -1.975  C52 1.088
156 H 5.678 3.897 4.665  C11 1.099

A cluster of 5 separate species, C42H73Br2NO10P2 in total in a non-equilibrium geometry, computed with ωB97M-V/def2-TZVPD.

As for the LUMO energy: -1.7 eV. As for the molar mass: 973.80 g/mol. Its total charge is 0. The calculation puts the HOMO-LUMO gap at 0.214 hartree. Its spin multiplicity is 1. For the strongest force on any atom, the calculation gives 7.32 eV/Å.

Each atom is followed by the atoms it is bonded to, with distances in Å.
Cartesian coordinates (Å):
1 Br -1.251 5.803 -3.503  C56 1.975
2 Br 2.272 6.872 -0.241  C23 1.976
3 P 1.605 1.597 3.592  C18 1.885, C33 1.893, C42 1.890
4 P 0.306 3.512 6.432  O9 1.703, O12 1.738, O14 1.553, C50 1.889
5 O 5.894 -3.860 -2.279  C29 1.421, C46 1.422
6 O 0.689 -3.187 -3.579  C26 1.423, C36 1.421
7 O 0.334 -9.543 -3.714  C22 1.422, C51 1.422
8 O -0.024 -13.824 -5.720  C25 1.422, C39 1.421
9 O -0.590 2.286 7.204  P4 1.703, H81 0.991
10 O 0.659 1.495 0.525  C27 1.260
11 O -2.687 5.354 -0.075  C38 1.262
12 O -0.027 4.970 7.319  P4 1.738, H92 0.997
13 O 1.603 1.806 -3.245  C24 1.241
14 O 1.841 3.308 6.551  P4 1.553
15 N 1.778 3.693 -1.550  C24 1.315, C55 1.486
16 C -0.719 -7.389 -3.173  C51 1.518, H83 1.093, H85 1.093, H120 1.093
17 C -2.487 11.193 8.231  C43 1.638, C54 1.625, H71 1.147, H82 1.163
18 C 0.378 3.023 3.462  P3 1.885, C41 1.580, C50 1.575
19 C -6.408 8.870 5.596  C40 1.618, C49 1.621, H59 1.162, H94 1.149
20 C 1.385 7.841 -3.018  C23 1.630, H74 1.146, H105 1.155, H110 1.162
21 C -0.299 4.851 -0.748  C38 1.627, C55 1.449, C56 1.598
22 C -0.297 -9.741 -4.972  O7 1.422, C30 1.519, H76 1.094, H122 1.095
23 C 1.070 6.794 -1.808  Br2 1.976, C20 1.630, C56 1.446
24 C 1.581 2.675 -2.359  O13 1.241, N15 1.315
25 C 0.971 -13.653 -4.720  O8 1.422, C31 1.519, H116 1.095, H128 1.094
26 C 0.916 -1.838 -3.191  O6 1.423, C47 1.518, H86 1.094, H100 1.095
27 C 0.445 2.730 0.651  O10 1.260, C41 1.627, C55 1.628
28 C -4.422 10.287 6.728  C40 1.611, C54 1.613, H98 1.154, H113 1.156
29 C 6.404 -4.879 -3.128  O5 1.421, C53 1.519, H73 1.095, H90 1.094
30 C 0.510 -9.204 -6.141  C22 1.519, H87 1.093, H97 1.093, H121 1.093
31 C 2.261 -13.053 -5.251  C25 1.519, H84 1.093, H124 1.093, H127 1.093
32 C 0.867 -2.852 -6.007  C36 1.519, H69 1.093, H91 1.093, H118 1.093
33 C 3.401 2.136 3.334  P3 1.893, H62 1.145, H101 1.164, H119 1.147
34 C -1.768 5.429 3.018  C35 1.561, C37 1.600, C48 1.581
35 C -1.144 4.628 1.832  C34 1.561, C38 1.626, C41 1.596
36 C 0.059 -3.386 -4.837  O6 1.421, C32 1.519, H60 1.094, H78 1.095
37 C -2.822 6.628 2.911  C34 1.600, C52 1.641, H108 1.144, H109 1.160
38 C -1.533 5.007 0.299  O11 1.262, C21 1.627, C35 1.626
39 C 0.297 -14.708 -6.786  O8 1.421, C44 1.518, H115 1.094, H117 1.095
40 C -6.006 9.997 6.686  C19 1.618, C28 1.611, H79 1.164, H111 1.153
41 C -0.100 3.435 2.013  C18 1.580, C27 1.627, C35 1.596
42 C 1.360 0.541 5.140  P3 1.890, H72 1.155, H99 1.164, H126 1.155
43 C -1.417 12.304 7.681  C17 1.638, H70 1.155, H102 1.149, H103 1.146
44 C 0.545 -16.135 -6.332  C39 1.518, H106 1.093, H114 1.093, H129 1.093
45 C 3.509 -4.386 -2.559  C46 1.518, H68 1.093, H77 1.093, H89 1.094
46 C 4.611 -3.344 -2.612  O5 1.422, C45 1.518, H66 1.096, H80 1.094
47 C -0.361 -1.031 -3.039  C26 1.518, H65 1.093, H95 1.093, H123 1.092
48 C -1.293 5.024 4.471  C34 1.581, C50 1.592, H61 1.158
49 C -5.658 7.449 5.813  C19 1.621, C57 1.612, H104 1.159, H107 1.152
50 C -0.225 3.858 4.653  P4 1.889, C18 1.575, C48 1.592
51 C 0.559 -8.194 -3.325  O7 1.422, C16 1.518, H67 1.095, H112 1.094
52 C -4.129 6.342 3.861  C37 1.641, C57 1.620, H75 1.162, H96 1.161
53 C 6.608 -4.423 -4.562  C29 1.519, H88 1.093, H93 1.093, H130 1.093
54 C -3.999 11.489 7.716  C17 1.625, C28 1.613, H58 1.145, H125 1.155
55 C 0.647 3.765 -0.588  N15 1.486, C21 1.449, C27 1.628
56 C -0.037 5.875 -1.947  Br1 1.975, C21 1.598, C23 1.446
57 C -4.210 7.372 5.109  C49 1.612, C52 1.620, H63 1.164, H64 1.156
58 H -4.694 11.605 8.619  C54 1.145
59 H -7.550 8.670 5.676  C19 1.162
60 H -0.055 -4.467 -4.957  C36 1.094
61 H -1.713 5.587 5.391  C48 1.158
62 H 4.081 1.583 4.071  C33 1.145
63 H -3.459 7.001 5.916  C57 1.164
64 H -3.850 8.405 4.733  C57 1.156
65 H -1.076 -1.553 -2.397  C47 1.093
66 H 4.641 -2.849 -3.589  C46 1.096
67 H 1.252 -7.707 -4.020  C51 1.095
68 H 2.530 -3.915 -2.683  C45 1.093
69 H 0.918 -1.760 -5.990  C32 1.093
70 H -1.339 12.269 6.529  C43 1.155
71 H -2.081 10.175 7.891  C17 1.147
72 H 0.271 0.603 5.521  C42 1.155
73 H 5.768 -5.769 -3.082  C29 1.095
74 H 1.063 7.395 -4.023  C20 1.146
75 H -4.022 5.263 4.279  C52 1.162
76 H -0.411 -10.822 -5.094  C22 1.094
77 H 3.624 -5.129 -3.353  C45 1.093
78 H -0.952 -2.965 -4.829  C36 1.095
79 H -6.576 10.962 6.373  C40 1.164
80 H 4.393 -2.565 -1.876  C46 1.094
81 H -1.147 2.703 7.910  O9 0.991
82 H -2.489 11.163 9.394  C17 1.163
83 H -1.206 -7.227 -4.139  C16 1.093
84 H 2.059 -12.142 -5.821  C31 1.093
85 H -0.504 -6.408 -2.740  C16 1.093
86 H 1.422 -1.877 -2.222  C26 1.094
87 H 0.561 -8.112 -6.123  C30 1.093
88 H 5.653 -4.224 -5.056  C53 1.093
89 H 3.527 -4.921 -1.605  C45 1.094
90 H 7.373 -5.168 -2.712  C29 1.094
91 H 0.411 -3.150 -6.954  C32 1.093
92 H 0.470 5.698 6.853  O12 0.997
93 H 7.192 -3.500 -4.596  C53 1.093
94 H -6.219 9.207 4.514  C19 1.149
95 H -0.847 -0.869 -4.005  C47 1.093
96 H -5.116 6.345 3.249  C52 1.161
97 H 1.537 -9.579 -6.108  C30 1.093
98 H -4.061 10.477 5.649  C28 1.154
99 H 2.115 0.837 5.975  C42 1.164
100 H 1.610 -1.352 -3.885  C26 1.095
101 H 3.705 1.758 2.276  C33 1.164
102 H -1.828 13.320 8.024  C43 1.149
103 H -0.375 12.134 8.129  C43 1.146
104 H -6.352 6.623 5.389  C49 1.159
105 H 0.882 8.859 -2.810  C20 1.155
106 H -0.278 -16.491 -5.707  C44 1.093
107 H -5.556 7.252 6.944  C49 1.152
108 H -3.210 6.840 1.856  C37 1.144
109 H -2.318 7.606 3.276  C37 1.160
110 H 2.539 7.965 -3.079  C20 1.162
111 H -6.386 9.707 7.735  C40 1.153
112 H 1.066 -8.234 -2.357  C51 1.094
113 H -3.890 9.323 7.079  C28 1.156
114 H 0.647 -16.799 -7.195  C44 1.093
115 H -0.562 -14.699 -7.463  C39 1.094
116 H 1.159 -14.598 -4.200  C25 1.095
117 H 1.147 -14.322 -7.359  C39 1.095
118 H 1.893 -3.228 -5.973  C32 1.093
119 H 3.543 3.274 3.309  C33 1.147
120 H -1.433 -7.912 -2.531  C16 1.093
121 H 0.054 -9.501 -7.089  C30 1.093
122 H -1.308 -9.320 -4.964  C22 1.095
123 H -0.145 -0.052 -2.606  C47 1.092
124 H 2.779 -13.747 -5.918  C31 1.093
125 H -3.980 12.469 7.103  C54 1.155
126 H 1.575 -0.571 4.917  C42 1.155
127 H 2.939 -12.813 -4.428  C31 1.093
128 H 0.548 -12.969 -3.978  C25 1.094
129 H 1.461 -16.213 -5.742  C44 1.093
130 H 7.127 -5.193 -5.138  C53 1.093

Q: Among the records above, which one has the lowest LUMO energy?
A: C42H73Br2NO10P2

Q: Number 2 is which compound?
A: C42H73Br2NO10P2

Q: Which of these has the lowest HOMO-LUMO gap?
A: C42H73Br2NO10P2